(1)
31
Properties=species:S:1:pos:R:3 method="wB97M-V/def2-TZVPD" lumo_energy_ha="0.156 / 0.086" homo_ev="-0.206 / -0.206" charge=-2 e_above_lowest_kcal_mol=7.69 spin_multiplicity=2 e_tot_ev=-57177.0933 homo_lumo_gap_ha="0.164 / 0.094"
S 25.082 -21.834 6.816
S 22.823 -27.374 2.842
Al 25.406 -24.463 3.406
O 21.910 -28.176 3.659
O 25.585 -22.670 5.727
O 25.620 -20.456 6.710
O 23.142 -23.986 1.553
O 27.952 -24.485 4.986
O 22.255 -27.003 1.561
O 24.013 -28.148 2.467
O 25.432 -22.390 8.096
O 28.272 -25.317 2.423
O 23.255 -26.236 3.568
O 23.614 -21.743 6.674
O 24.038 -21.662 3.208
C 23.258 -21.579 1.964
C 29.237 -24.733 4.559
C 22.346 -22.795 1.607
C 29.207 -25.728 3.436
H 28.023 -24.119 5.870
H 22.702 -20.657 2.131
H 30.183 -25.797 2.957
H 28.766 -25.467 1.614
H 22.623 -24.705 1.186
H 28.932 -26.693 3.863
H 23.930 -21.235 1.178
H 29.921 -25.081 5.333
H 21.856 -22.647 0.645
H 24.142 -20.801 3.619
H 21.541 -22.940 2.328
H 29.783 -23.855 4.214

***

(2)
14
Properties=species:S:1:pos:R:3 method="wB97M-V/def2-TZVPD" lumo_energy_ha=0.015 homo_ev=-10.502 e_above_lowest_kcal_mol=32.95 e_tot_ev=-9382.3732 smiles="CCOC=O.O" homo_lumo_gap_ha=0.401
O -3.797 -1.188 -1.971
O 3.665 1.470 2.594
O -1.707 -0.904 -1.123
C -2.952 -0.521 -1.285
C -0.784 -0.187 -0.313
C 0.657 -0.742 -0.376
H 1.406 0.062 -0.273
H 4.163 1.685 1.773
H 2.841 2.003 2.530
H -0.813 0.885 -0.587
H 0.800 -1.232 -1.353
H -3.155 0.434 -0.761
H -1.153 -0.279 0.727
H 0.829 -1.486 0.420

***

(3)
75
Properties=species:S:1:pos:R:3 method="wB97M-V/def2-TZVPD" lumo_energy_ha=-0.089 homo_ev=-9.182 charge=+1 e_above_lowest_kcal_mol=0.51 e_tot_ev=-43394.2644 homo_lumo_gap_ha=0.248
Pb 0.184 -0.271 0.238
O 1.015 3.878 -0.273
O 1.221 1.815 -1.106
N -1.400 1.464 -1.355
N -2.913 6.127 1.136
N -3.231 0.079 3.675
N -0.725 5.341 1.036
N -1.731 6.203 -0.844
C -1.763 5.888 0.450
C -2.124 -0.804 4.142
C -1.608 1.683 2.718
C 0.570 2.832 -0.823
C -1.736 2.741 3.626
C -4.483 -0.692 3.462
C -0.934 2.846 -1.170
C -0.739 -2.760 0.661
C 0.624 3.101 3.491
C 2.989 -2.746 0.963
C 0.454 -2.678 1.432
C -0.385 1.303 2.156
C 0.604 -2.797 2.921
C -0.613 3.448 4.027
C -0.409 4.991 -2.658
C -2.833 0.860 2.437
C -1.278 -3.095 -1.870
C 0.718 2.067 2.567
C -1.232 3.723 -2.406
C 1.047 -2.824 -0.786
C -0.522 6.167 -1.671
C -2.108 -3.149 1.157
C -0.350 -2.855 -0.716
C 1.841 -2.913 -2.055
C 1.553 -2.681 0.533
H -0.500 7.105 -2.226
H -0.968 1.088 -2.194
H 1.201 -1.987 3.348
H 1.787 -3.917 -2.483
H 0.330 6.174 -0.998
H -1.244 -0.199 4.334
H 1.105 -3.733 3.182
H -2.313 -2.863 -1.612
H -2.713 3.022 4.020
H -2.429 -4.081 0.687
H -1.064 3.091 -3.283
H -3.530 6.849 0.802
H -3.707 1.455 2.168
H 3.668 -2.630 0.120
H -5.270 -0.015 3.140
H -2.106 -3.336 2.232
H 0.646 4.722 -2.708
H -2.405 1.431 -1.492
H -2.445 -1.323 5.042
H -0.685 5.345 -3.654
H -1.247 -4.142 -2.186
H -1.910 -1.511 3.345
H 0.020 4.795 0.465
H 1.511 3.646 3.788
H -2.881 6.022 2.136
H -4.768 -1.183 4.389
H -2.301 3.961 -2.407
H 1.470 -2.220 -2.814
H -4.295 -1.438 2.693
H -2.569 6.586 -1.248
H 3.207 -3.712 1.429
H -0.696 4.254 4.745
H -2.640 0.117 1.662
H -2.888 -2.410 0.936
H -3.392 0.773 4.406
H -1.010 -2.495 -2.742
H 1.696 1.864 2.136
H 3.238 -1.975 1.694
H -0.810 5.085 2.009
H 2.893 -2.683 -1.893
H -1.454 3.235 -0.292
H -0.358 -2.803 3.434

***

(4)
25
Properties=species:S:1:pos:R:3 method="wB97M-V/def2-TZVPD" lumo_energy_ha=0.030 homo_ev=-8.431 e_above_lowest_kcal_mol=34.28 e_tot_ev=-28661.5539 smiles="CC[C@@H]1C=C[P@](C)(=S)[C@H]1C" homo_lumo_gap_ha=0.340
S 1.203 1.335 2.354
P 0.036 1.376 0.872
C -0.005 -0.970 -0.481
C -0.947 -0.226 0.722
C -1.148 2.793 0.793
C 0.658 0.134 -1.333
C 1.189 -1.684 0.237
C -2.311 -0.066 0.125
C 0.656 1.316 -0.788
C 2.257 -2.236 -0.643
H 1.938 -2.364 -1.810
H -0.637 3.761 0.982
H -1.648 2.642 1.786
H -0.778 -0.889 1.614
H -1.653 2.619 -0.256
H -0.799 -1.592 -0.934
H -3.207 0.548 0.650
H 3.127 -1.481 -0.663
H 1.592 -0.850 0.679
H -2.865 -1.108 -0.112
H 2.623 -3.291 -0.353
H 1.164 2.322 -1.082
H 0.741 -2.440 0.884
H -2.239 0.388 -0.912
H 1.056 -0.036 -2.331

***

(5)
20
Properties=species:S:1:pos:R:3 method="wB97M-V/def2-TZVPD" lumo_energy_ha=-0.091 homo_ev=-9.070 e_above_lowest_kcal_mol=93.20 e_tot_ev=-46651.7544 homo_lumo_gap_ha=0.242
I -0.178 -0.467 -4.258
I -0.169 2.846 0.952
S -0.132 -0.664 -1.323
P 0.428 -1.649 1.756
O 0.622 -1.862 -1.345
O -1.506 -0.924 -1.348
N 0.487 0.397 -2.572
N 0.292 -0.070 1.131
C -1.506 0.633 2.833
C -0.862 0.722 1.421
C 1.856 0.622 -2.356
H 1.935 0.575 -1.240
H -0.685 0.678 3.502
H -2.201 1.575 2.865
H 2.067 1.551 -2.900
H -1.685 0.610 0.745
H 1.403 -1.756 0.760
H 2.469 -0.252 -2.701
H -2.038 -0.301 2.990
H -0.598 -2.265 1.090

***

(6)
81
Properties=species:S:1:pos:R:3 method="wB97M-V/def2-TZVPD" lumo_energy_ha=-0.034 homo_ev=-3.108 charge=-1 e_tot_ev=-176931.8239 homo_lumo_gap_ha=0.080
Br -2.773 -3.066 -0.348
Ca -3.672 -1.149 -7.299
Cl 4.403 0.210 6.367
Si -4.676 -0.410 -0.218
Si 2.583 -0.471 -0.208
Si -3.788 1.188 -2.483
Si 5.040 -1.574 1.146
Mg 3.886 -3.725 -0.795
F -4.855 2.271 -2.023
O -3.585 -0.041 -1.429
O 1.284 -1.820 3.731
O -0.226 -3.041 4.559
O -1.007 3.531 -0.969
O 4.105 2.253 4.263
O 1.729 -2.910 5.614
O -1.445 5.281 0.307
N 3.634 -1.716 0.232
C -1.159 4.115 0.245
C -1.711 2.289 -1.091
C 3.386 0.860 -1.289
C 6.391 -0.514 0.352
C 0.965 -2.606 4.685
C 1.167 -1.204 -1.211
C -2.934 -2.129 1.361
C 5.049 2.134 5.015
C -2.146 2.063 -2.544
C -6.629 -0.471 -4.387
C -5.756 0.784 -4.516
C -3.737 -0.829 1.335
C -0.980 3.293 1.479
C -4.292 0.451 -4.133
C -3.306 0.783 -5.251
C 4.800 -0.926 2.898
C -1.527 -1.918 1.881
C 1.805 0.374 1.286
C 5.654 -3.313 1.227
H 5.311 0.772 5.453
H 1.417 -0.362 1.991
H -3.751 0.476 -6.189
H -1.010 -2.865 1.817
H -0.183 2.567 1.397
H -7.683 -0.235 -4.343
H 2.516 1.014 1.814
H -0.984 -1.212 1.262
H -1.895 2.734 1.651
H 4.619 0.151 2.900
H 4.070 1.490 -0.716
H -6.196 1.519 -3.853
H -0.853 3.932 2.334
H 5.698 -1.112 3.503
H -1.525 -1.598 2.912
H -3.065 -0.008 1.568
H 6.512 -0.765 -0.705
H -4.269 -0.629 -4.005
H 0.456 -0.417 -1.489
H 7.355 -0.675 0.848
H 0.637 -1.951 -0.616
H -1.140 1.434 -0.749
H -2.605 2.331 -0.473
H -2.204 3.004 -3.074
H -1.421 1.379 -2.973
H -5.822 1.144 -5.537
H 0.971 1.010 0.964
H -5.585 0.711 0.109
H 3.941 0.406 -2.114
H 6.161 0.550 0.431
H -6.348 -0.992 -3.478
H -4.478 -0.848 2.130
H 5.718 -3.499 0.172
H 3.958 -1.422 3.385
H -3.053 1.832 -5.333
H -2.383 0.212 -5.168
H 2.623 1.519 -1.718
H -5.493 -1.546 -0.686
H 6.079 2.371 4.632
H -3.409 -2.819 2.042
H 4.896 -3.952 1.691
H 1.522 -1.681 -2.128
H 6.596 -3.494 1.748
H 5.016 2.607 6.013
H -6.395 -1.132 -5.214

***

(7)
20
Properties=species:S:1:pos:R:3 method="wB97M-V/def2-TZVPD" lumo_energy_ha=0.132 homo_ev=-3.515 charge=-1 e_tot_ev=-78530.3718 homo_lumo_gap_ha=0.261
As -0.464 1.725 0.599
S 0.889 2.212 2.469
O 1.850 -1.678 -0.602
N -0.730 -1.460 -1.914
C -0.581 -1.506 -0.443
C 0.781 -0.986 0.051
C 0.998 0.532 -0.146
H 1.921 0.782 0.403
H -1.457 -2.127 -2.143
H -1.575 2.659 1.219
H 0.291 1.611 3.554
H 0.185 3.008 -0.056
H 1.210 0.781 -1.205
H -0.642 -2.573 -0.144
H -1.110 -0.563 -2.196
H -1.117 0.527 1.382
H -1.365 1.492 -0.676
H 1.503 -2.213 -1.313
H -1.440 -1.012 0.035
H 0.855 -1.212 1.125

***

(8)
135
Properties=species:S:1:pos:R:3 method="wB97M-V/def2-TZVPD" lumo_energy_ha="-0.169 / -0.170" homo_ev="-8.528 / -8.528" charge=+1 spin_multiplicity=2 e_tot_ev=-178674.5478 homo_lumo_gap_ha="0.144 / 0.144"
Te -1.558 -2.324 1.290
Pd 1.888 -0.281 -0.232
As 2.395 -2.172 -1.806
S -0.996 -1.225 -1.698
S 2.012 1.546 1.250
S 3.467 0.838 -1.475
Si 1.148 3.191 0.281
O 2.064 4.532 0.210
O 0.639 2.666 -1.163
O 2.306 -1.451 1.900
O -0.250 3.728 1.007
N -2.580 0.439 -3.020
N -2.563 -1.737 -3.755
N 0.400 -1.437 0.954
C 4.380 4.154 -0.440
C -1.039 0.929 2.105
C 1.634 -3.542 -2.950
C 4.173 -4.679 1.779
C 3.925 -1.590 -2.784
C -2.425 0.988 4.161
C 2.871 -4.897 1.351
C -3.671 0.277 0.216
C 0.112 2.122 -3.394
C -3.392 -2.260 0.206
C -2.931 -1.757 3.977
C -3.144 -4.835 0.083
C -5.357 -1.260 -0.723
C 2.372 -4.192 0.270
C 3.782 4.924 1.861
C 1.507 -5.800 -3.766
C -5.874 -2.508 -1.052
C 1.971 -4.882 -2.834
C 0.726 -2.644 3.215
C -0.437 4.513 2.171
C -2.120 -0.818 -2.875
C -2.200 -1.164 2.953
C 0.410 -4.039 -4.970
C 1.150 -1.852 2.006
C 0.095 3.245 -2.348
C -1.882 0.189 3.031
C -0.128 5.979 1.844
C 4.622 -2.394 -3.682
C 0.449 4.029 3.319
C -1.330 3.702 -2.056
C -1.884 4.402 2.539
C -3.510 1.072 6.464
C 4.971 -3.760 1.117
C 3.417 4.995 0.383
C 3.173 -3.274 -0.400
C 0.724 -5.386 -4.829
C 5.533 0.158 -3.074
C -3.108 0.283 5.269
C 5.776 -1.921 -4.275
C 0.861 -3.123 -4.033
C -3.347 -1.042 5.136
C -3.861 -3.532 -0.144
C -7.201 -2.630 -1.735
C 4.343 -0.300 -2.482
C -5.112 -3.622 -0.757
C 4.475 -3.060 0.028
C 3.412 6.438 -0.105
C 0.948 4.420 -2.812
C -4.126 -1.106 -0.106
C 6.227 -0.639 -3.956
C -3.347 -3.195 3.925
H -3.165 1.665 3.688
H -1.012 0.551 1.091
H 4.260 -3.390 -3.911
H 6.329 -2.539 -4.967
H 2.603 -5.224 -2.019
H -2.092 1.168 -2.523
H -3.375 -5.515 -0.735
H -0.212 1.186 -2.925
H 0.032 -2.076 3.836
H 3.690 3.901 2.224
H -1.758 4.210 -2.921
H 0.377 -6.105 -5.558
H -4.146 0.496 7.130
H -3.866 -1.591 5.910
H -2.616 1.379 7.013
H 0.922 5.239 -2.095
H 0.289 2.969 3.518
H 4.086 4.150 -1.488
H -2.615 0.402 -0.013
H 0.248 4.601 4.225
H 1.123 1.958 -3.765
H -1.350 4.378 -1.204
H 2.703 7.035 0.468
H 5.985 -3.585 1.447
H 1.775 -6.843 -3.664
H 0.587 4.787 -3.772
H -3.833 0.512 1.271
H 0.020 0.823 2.451
H -5.482 -4.604 -1.024
H -0.539 2.358 -4.239
H -0.239 6.597 2.732
H 2.249 -5.625 1.856
H 1.350 -4.372 -0.060
H -5.932 -0.372 -0.955
H 0.895 6.062 1.473
H -0.805 6.347 1.076
H 4.397 3.130 -0.084
H -7.962 -2.046 -1.219
H -2.848 -3.771 3.147
H 1.979 4.095 -2.929
H 1.500 4.153 3.069
H -1.235 1.997 2.131
H 5.104 -2.335 -0.478
H 1.625 -2.846 3.792
H -3.288 -1.543 -4.426
H 4.401 6.881 0.006
H 0.261 -3.594 2.952
H -2.211 4.733 3.514
H -2.060 -4.753 0.137
H 4.566 -5.229 2.623
H -4.425 -3.228 3.741
H -2.613 4.343 1.746
H -3.180 -3.669 4.893
H -4.234 1.002 -0.369
H -3.486 -5.311 1.005
H -7.533 -3.665 -1.774
H 5.890 1.152 -2.841
H -3.099 0.710 -3.839
H -1.960 2.848 -1.805
H -7.144 -2.258 -2.759
H -0.172 -3.701 -5.818
H 3.136 5.577 2.449
H 0.627 -2.072 -4.155
H 5.388 4.563 -0.367
H -4.027 1.987 6.172
H -2.280 -2.692 -3.613
H 7.134 -0.261 -4.408
H 3.131 6.480 -1.156
H 4.812 5.247 2.011
H -1.669 1.712 4.512

***

(9)
8
Properties=species:S:1:pos:R:3 method="wB97M-V/def2-TZVPD" lumo_energy_ha=0.023 homo_ev=-10.058 e_above_lowest_kcal_mol=23.46 e_tot_ev=-87403.8640 smiles="C=C(F)Br.Cl" homo_lumo_gap_ha=0.393
Br 2.940 -0.229 0.403
Cl -0.284 -2.227 0.330
F 2.083 -0.424 -2.110
C 0.713 0.953 -0.940
C 1.776 0.133 -0.916
H 0.139 1.059 -1.821
H -0.087 -0.930 -0.048
H 0.321 1.186 0.007